# 1
Formula: C5H9ClINS
Source: OMol25
Level of theory: ωB97M-V with the def2-TZVPD basis set

```
18
Properties=species:S:1:pos:R:3:forces:R:3:nbo_charge:R:1
H -1.42910 -1.55130 0.94108 -0.3075 -0.1026 0.1773 0.373
N -0.72036 -0.99463 0.48336 -0.2533 -1.0783 -0.8043 -0.685
C -0.80333 -1.03527 -0.77333 0.3101 0.8498 0.2567 0.092
Cl -2.07284 -1.74032 -1.74857 -0.0144 -0.0711 0.2823 0.000
S 0.37400 -0.15215 -1.75440 -0.9356 -0.1657 -0.4176 0.300
C 1.71685 -0.31261 -0.64122 2.3316 -0.1750 0.3215 -0.578
C 2.39548 -1.68751 -0.78496 0.5079 -1.1777 1.9420 -0.626
H 2.43029 0.47549 -0.85987 0.0379 0.2571 -0.3765 0.230
H 1.44397 -0.13165 0.38603 -0.4106 -0.0253 0.1890 0.253
H 2.59947 -1.97471 -1.84339 0.0953 0.2745 0.9848 0.222
H 1.66551 -2.39193 -0.33756 0.1779 -0.0197 -0.7026 0.211
H 3.29473 -1.89515 -0.02862 -1.4725 0.9786 -1.9824 0.221
C -2.31210 2.53713 0.64132 -0.4900 1.5751 2.3412 -0.420
C -1.45050 1.75674 1.25693 -0.2936 2.2913 1.8466 -0.260
I -0.85394 2.28949 3.30176 -0.3385 -0.4044 -1.0417 0.030
H -2.80188 3.41736 1.17318 0.7640 -1.3371 -0.6684 0.213
H -2.61945 2.42259 -0.34577 -0.2832 -0.5280 -1.6930 0.210
H -0.85680 0.96841 0.93402 0.5747 -1.1414 -0.6550 0.213
```
Positions in Å, forces in eV/Å.

## Properties
Kohn-Sham gap   9.62 eV
Multiplicity   1
DFT total energy   -38277.6089 eV
Energy relative to the best compared isomer or geometry (same formula, charge and spin)   0.0 kJ/mol
SMILES string   [H]/N=C(\Cl)SCC.C=CI


# 2
Formula: C50H52I2IrO3P2SSi
Source: OMol25
Level of theory: ωB97M-V with the def2-TZVPD basis set

```
112
Properties=species:S:1:pos:R:3:forces:R:3:lowdin_charge:R:1
Ir -0.75070 -0.00661 0.89478 0.2577 -3.3631 2.0179 0.865
O 2.32531 0.83099 -0.28409 -0.0084 0.5602 0.1362 -0.459
S 1.56856 -0.13755 0.49142 -0.1110 -1.2630 -0.1340 0.759
C 1.96406 -1.74493 -0.24877 -0.6527 -0.0564 -0.1030 -0.403
C 3.26178 -1.96118 -0.67646 0.1010 0.1589 0.2682 -0.043
C 3.57111 -3.11056 -1.38598 -0.0627 0.0216 0.0460 -0.016
C 2.57191 -4.01754 -1.69505 -0.0631 0.0550 -0.0655 -0.022
C 1.26850 -3.78337 -1.29149 -0.1554 0.3537 0.0117 -0.085
C 0.94456 -2.64281 -0.55996 0.0224 0.5679 0.1651 -0.385
P -0.77935 -2.30581 -0.05074 0.4907 0.3401 -0.5164 1.123
C -1.77512 -2.42903 -1.56420 -0.2251 0.7624 0.3568 -0.412
C -2.50224 -1.28771 -1.89474 0.0566 -0.0564 0.2397 -0.187
C -3.36740 -1.28887 -2.97199 -0.1501 -0.0149 -0.0078 -0.122
C -3.50422 -2.43525 -3.74054 0.0776 0.1605 0.1446 -0.045
C -2.78208 -3.57393 -3.41920 0.0143 -0.0461 0.0003 -0.038
C -1.93227 -3.58369 -2.32772 0.1750 -0.0780 0.1951 -0.081
C -1.31045 -3.77914 1.00805 -0.1550 1.0714 0.3161 -0.363
C -2.75932 -4.03501 0.74642 -0.7570 -0.4203 -0.1320 -0.098
C -3.57786 -4.88346 1.38905 0.2042 0.6997 -0.6251 -0.055
C -3.27876 -5.71909 2.51872 0.6158 -0.4030 0.8089 -0.064
C -2.08457 -5.79973 3.12416 -0.8436 -0.0996 -0.1165 -0.018
C -0.87629 -5.05784 2.70430 0.1263 -0.0055 0.0543 -0.172
C 2.41338 -0.17746 2.09467 -0.5963 0.2547 0.1523 -0.353
C 3.73009 0.24090 2.14772 -0.0099 -0.1526 -0.3391 -0.058
C 4.36387 0.35100 3.37425 -0.0840 -0.1137 0.0511 -0.018
C 3.66564 0.07103 4.53874 0.0716 -0.0099 0.0082 -0.020
C 2.33703 -0.32240 4.48916 -0.2447 -0.0931 -0.1203 -0.038
C 1.69680 -0.45418 3.26065 -0.1792 0.3978 -0.3036 -0.365
P -0.01311 -1.03714 3.06230 0.4010 -0.4063 -1.0749 1.088
C -0.89965 -0.96635 4.64778 -0.4125 0.6049 -0.7794 -0.333
C -1.95733 -0.06740 4.76972 0.1095 0.0775 -0.0637 -0.093
C -2.67568 -0.00028 5.95015 -0.0149 0.0237 0.0453 -0.044
C -2.34971 -0.83785 7.00532 -0.0455 0.0770 -0.1038 -0.035
C -1.30321 -1.73890 6.88112 0.0538 -0.0389 0.0283 -0.045
C -0.57613 -1.81374 5.70699 0.1978 -0.0980 -0.2014 -0.079
C 0.24143 -2.79085 2.70329 0.3632 0.2511 -0.0533 -0.322
C -1.03636 -3.53621 2.52031 -0.2800 -0.0018 0.1437 -0.229
C -0.55974 -5.15404 1.17440 0.0988 -0.1723 -0.3180 -0.143
C 0.90678 -5.26010 1.03371 0.6351 0.2747 0.6672 -0.024
C 1.79117 -4.49314 1.70280 -0.0565 -0.9622 -0.3744 -0.065
C 1.47083 -3.28167 2.39365 -0.4414 0.6295 0.6112 -0.057
H 4.01888 -1.21971 -0.47490 0.1324 0.0650 -0.0377 0.119
H 4.58366 -3.28496 -1.71578 0.0778 0.0225 -0.0217 0.125
H 2.80039 -4.90756 -2.26253 0.0231 -0.0322 -0.0608 0.128
H 0.49784 -4.48433 -1.56559 -0.0378 -0.0908 -0.0283 0.104
H -2.37130 -0.39710 -1.28550 -0.1521 0.0748 -0.1839 0.053
H -3.93248 -0.40070 -3.20852 0.0190 0.0623 -0.0647 0.089
H -4.17051 -2.44049 -4.58814 -0.0643 0.0057 -0.0938 0.120
H -2.89826 -4.46744 -4.01341 0.0329 -0.0800 -0.0335 0.119
H -1.42106 -4.49874 -2.06991 -0.0171 -0.1015 0.0054 0.103
H -3.18307 -3.49753 -0.08948 -0.1435 -0.0687 0.0594 0.093
H -4.59378 -4.94004 1.02416 -0.0738 0.0591 -0.0837 0.119
H -4.09648 -6.31457 2.89559 -0.0199 -0.1116 0.0885 0.113
H -1.96023 -6.46649 3.96403 -0.0664 -0.0694 0.1106 0.117
H -0.03014 -5.33877 3.32967 -0.0317 0.0432 -0.0692 0.152
H 4.23637 0.49367 1.22862 0.1010 0.0811 -0.0547 0.121
H 5.39535 0.66214 3.41503 0.1018 0.0633 0.0299 0.126
H 4.15411 0.16533 5.49573 0.0454 0.0303 0.1005 0.124
H 1.79622 -0.51840 5.40267 -0.0428 0.0014 0.0967 0.111
H -2.21521 0.56931 3.93527 -0.0936 0.0281 -0.0626 0.073
H -3.48843 0.70407 6.04282 -0.0799 0.0319 0.0155 0.118
H -2.91575 -0.79385 7.92254 -0.0410 0.0037 0.0975 0.121
H -1.05713 -2.39086 7.70428 0.0561 -0.0802 0.0643 0.119
H 0.23325 -2.52386 5.61776 0.0646 -0.1219 -0.0331 0.117
H -1.85130 -3.06526 3.07439 -0.0579 -0.0898 -0.0514 0.145
H -1.06562 -5.96212 0.64721 -0.0057 0.1078 -0.0127 0.161
H 1.27004 -6.10190 0.46207 0.1286 -0.0585 -0.0428 0.133
H 2.84283 -4.73044 1.62608 0.0615 0.0002 -0.0677 0.125
H 2.33286 -2.67968 2.64557 0.0421 0.1176 -0.0682 0.111
I 0.60927 -0.16727 -3.12095 -0.2166 0.2140 0.3541 0.185
I -1.56262 0.88095 -5.21586 0.0266 0.1564 0.1091 -0.058
C -4.12877 -1.17732 1.99839 0.2517 0.6372 -0.1923 -0.028
C -3.94279 0.19624 1.34149 -1.3707 -0.9422 -0.2241 -0.561
C -4.84138 1.24314 2.01234 0.5043 -0.2353 -0.2767 -0.027
O -2.63173 0.62543 1.37397 2.8509 0.2481 -0.3827 -0.414
H -5.12084 -1.56683 1.79192 -0.0971 -0.1221 -0.0219 0.098
H -4.00311 -1.08843 3.07429 0.0334 -0.0824 0.2053 0.074
H -3.38310 -1.86701 1.60712 -0.0628 -0.0804 0.0014 0.034
H -4.25647 0.09409 0.28498 0.0228 0.0643 0.0956 0.128
H -4.62249 1.28002 3.07430 0.0038 0.0422 0.2576 0.074
H -5.88712 0.98630 1.87843 -0.1346 -0.0486 -0.0099 0.092
H -4.66098 2.22830 1.59230 -0.0174 0.1536 -0.0755 0.072
C 2.35171 3.60584 1.49316 -0.7565 -0.3063 -0.1463 -0.114
Si 0.46258 3.44995 1.45436 0.3922 1.0474 1.1387 0.568
C -0.23798 2.60497 2.99775 0.3706 0.1849 -0.6501 -0.128
C -0.33021 5.13903 1.11241 0.2418 -0.8189 0.0045 -0.121
H 2.61845 4.44988 2.12213 -0.0875 0.2178 0.1778 0.050
H 2.79031 3.78645 0.51758 -0.0127 0.0392 -0.1950 0.039
H 2.83748 2.72713 1.90600 -0.0302 -0.1486 0.0553 0.012
H -0.44437 3.35015 3.75861 -0.0720 0.2374 0.1348 0.056
H 0.45190 1.89397 3.44560 0.1835 -0.0645 -0.0090 0.016
H -1.17313 2.09636 2.77865 -0.2450 0.0277 -0.0705 -0.002
H -0.19523 5.78196 1.97583 0.0767 0.0813 0.2360 0.047
H -1.39638 5.07856 0.91349 -0.1931 -0.1100 0.0279 0.043
H 0.12603 5.65086 0.26964 0.1557 0.0301 -0.1578 0.043
C 1.05720 3.19141 -1.74831 0.1595 -0.1138 0.0908 -0.028
C -0.20368 2.88150 -1.03832 -0.2151 0.1606 -0.6578 -0.269
O -0.13366 2.40239 0.19842 -0.1713 0.2134 -0.6426 -0.207
C -1.47608 3.15768 -1.60615 -0.1893 -0.0748 0.0917 -0.165
C -2.66379 2.67353 -1.01702 0.0972 -0.0722 0.1685 0.014
C -3.89483 3.01517 -1.52964 0.0264 -0.1524 0.1918 -0.030
C -3.98456 3.88309 -2.61227 0.3351 0.0205 -0.0342 -0.001
C -2.82542 4.39668 -3.18411 -0.0937 0.1649 -0.0993 -0.036
C -1.58810 4.02343 -2.71513 0.1834 -0.1447 0.0231 0.005
H 1.82415 2.48215 -1.44422 -0.0905 0.0181 -0.0269 0.059
H 1.41112 4.19076 -1.48623 -0.0706 0.2079 0.1482 0.118
H 0.93407 3.14937 -2.82487 -0.0861 -0.0618 -0.0303 0.086
H -2.58709 2.02211 -0.15687 -0.1664 0.0331 0.0364 0.075
H -4.79501 2.62797 -1.07465 -0.0351 -0.0550 0.0222 0.114
H -4.95150 4.16150 -3.00451 -0.0534 0.0409 -0.0285 0.126
H -2.88835 5.10338 -3.99624 -0.0309 -0.0145 -0.1306 0.125
H -0.70447 4.43974 -3.16685 0.1013 0.0266 -0.1424 0.125
```
Positions in Å, forces in eV/Å.

## Properties
Expectation value of S²   0.756
Kohn-Sham gap (spin up / spin down)   3.58 / 4.28 eV
Multiplicity   2
Net charge   +2
DFT total energy   -115152.0430 eV


# 3
Formula: C15H27AlClIN2OP2S
Source: OMol25
Level of theory: ωB97M-V with the def2-TZVPD basis set

```
51
Properties=species:S:1:pos:R:3:forces:R:3:nbo_charge:R:1
C 0.01067 0.58729 -7.09629 -0.0023 0.0862 -0.0438 -0.742
C 0.01574 1.33731 -5.78985 0.0277 3.3245 -0.2471 0.562
H 0.01348 1.31222 -7.92009 -0.0003 -0.0920 0.3194 0.273
H -0.88886 -0.03825 -7.16670 0.2843 0.0780 0.1328 0.268
H 0.90403 -0.04682 -7.16885 -0.2821 0.0802 0.1361 0.268
O 0.02513 2.52420 -5.58927 -0.0251 -3.1980 -0.4277 -0.446
I 0.00341 -0.00810 -4.03060 -0.0044 -0.3371 0.1413 -0.104
Al 0.00200 -0.63741 -0.15139 -0.0197 -1.1295 1.3854 1.335
P 2.32121 -0.14621 -0.32614 1.7862 0.1939 0.0161 0.859
C 3.03551 1.13149 0.75453 -0.3121 0.4564 0.0711 -0.938
C 3.28127 -1.58993 0.26835 -0.5119 -0.5113 0.0678 -0.922
H 4.34702 -1.39717 0.07515 -0.3823 0.0530 0.0106 0.272
H 4.11020 -0.04899 -1.96305 -0.3134 0.0769 0.1501 0.271
H 2.97919 -2.50942 -0.24867 0.1231 0.2129 0.1035 0.267
H 2.54822 -0.51576 -2.71192 0.2562 0.1349 0.2655 0.275
H 2.62625 1.05481 1.76824 0.0719 -0.0378 -0.1830 0.264
H 3.13902 -1.72940 1.34832 -0.0047 0.0548 -0.2532 0.256
C 3.02821 0.14229 -1.97408 -0.2668 0.0591 -0.3413 -0.943
H 4.12711 1.00752 0.80814 -0.3493 -0.0212 -0.1693 0.274
H 2.84037 1.17558 -2.28735 0.0325 -0.1853 0.0486 0.269
H 2.80171 2.12916 0.36606 0.0924 -0.1322 0.1067 0.262
P -2.31065 -0.10975 -0.32600 -1.7899 0.1938 0.0323 0.859
C -3.02127 1.17386 0.75006 0.3347 0.4683 0.0708 -0.937
C -3.01964 0.17853 -1.97333 0.2755 0.0537 -0.3430 -0.943
H -2.98536 -2.46795 -0.23674 -0.1236 0.2100 0.1027 0.267
H -4.34304 -1.34428 0.09112 0.3793 0.0452 0.0087 0.271
H -3.12987 -1.68063 1.35821 0.0024 0.0530 -0.2509 0.256
C -3.27774 -1.54461 0.27860 0.4990 -0.5093 0.0541 -0.922
H -2.54969 -0.48822 -2.70973 -0.2533 0.1375 0.2635 0.274
H -4.10387 0.00042 -1.95781 0.3160 0.0700 0.1511 0.271
H -4.11459 1.06159 0.79232 0.3503 -0.0292 -0.1673 0.273
H -2.77279 2.16973 0.36614 -0.0961 -0.1305 0.1080 0.262
H -2.82081 1.20827 -2.29184 -0.0349 -0.1871 0.0517 0.270
H -2.62271 1.09013 1.76736 -0.0673 -0.0335 -0.1822 0.264
Cl -0.01853 -2.64521 -0.98874 0.0087 0.6347 -0.4657 -0.527
N -0.01236 -3.26167 1.97294 0.0079 0.0936 -0.0605 -0.768
C -0.00366 -2.06209 2.54495 -0.0079 0.1993 0.0436 0.318
N 0.00064 -0.87690 1.89675 0.0295 -0.5611 -0.9237 -0.784
C 0.00471 0.20504 2.81481 -0.0381 -0.2522 0.0931 0.184
C 0.00596 1.57012 2.50868 -0.0163 -0.2786 0.4650 -0.284
C -0.01541 2.48304 3.57479 0.0194 -0.1216 -0.1937 -0.177
C -0.02826 2.04850 4.90676 0.0036 -0.6135 -0.1260 -0.192
C -0.02052 0.67585 5.19515 0.0063 0.2234 -0.0128 -0.167
C -0.00523 -0.22731 4.14415 0.0041 0.3979 0.1499 -0.236
S -0.00332 -1.98390 4.27619 -0.0032 0.7893 -0.4042 0.465
H -0.00867 -4.08710 2.57300 -0.0141 0.3445 -0.5898 0.437
H -0.02355 -3.31400 0.94602 0.0184 -0.4166 0.7895 0.429
H 0.02349 1.90411 1.46702 -0.0244 0.0461 0.2999 0.215
H -0.02217 3.55181 3.36023 0.0127 -0.2954 0.0566 0.245
H -0.04415 2.76154 5.72707 0.0043 -0.0903 -0.2374 0.252
H -0.02784 0.27666 6.20734 -0.0031 0.3922 -0.0725 0.246
```
Positions in Å, forces in eV/Å.

## Properties
Kohn-Sham gap   8.06 eV
Multiplicity   1
Net charge   +2
DFT total energy   -77645.1630 eV
Energy relative to the best compared isomer or geometry (same formula, charge and spin)   0.0 kJ/mol


# 4
Formula: C5H14
Source: OMol25
Level of theory: ωB97M-V with the def2-TZVPD basis set

```
19
Properties=species:S:1:pos:R:3:forces:R:3:nbo_charge:R:1
C -1.04873 0.61195 -2.90327 2.6122 -4.1866 0.7607 -0.598
C -1.80628 -0.30136 -1.88343 1.4837 1.1985 0.4882 -0.389
C -0.96102 -0.66515 -0.61506 -4.0509 3.6905 -1.0346 -0.607
H -0.59062 -0.15882 -3.65681 -0.7571 1.6397 0.9479 0.190
H -0.15691 1.04954 -2.44511 -0.4347 0.6402 -0.1077 0.201
H -1.69358 1.23021 -3.40077 -1.2700 1.8942 -1.2446 0.207
H -2.66243 0.23259 -1.45496 -0.3061 -0.4888 -0.6698 0.193
H -2.00599 -1.14654 -2.50192 -1.0453 -0.8897 0.2518 0.195
H 0.02091 -0.71022 -0.77905 3.8805 -1.4823 -0.6249 0.202
H -1.03718 0.25501 -0.02371 0.1033 0.1622 0.1417 0.192
H -1.53111 -1.31073 -0.04264 -0.2047 -2.1777 1.1054 0.214
C 1.77580 -0.44642 2.96057 -2.7804 -1.9702 -1.6865 -0.595
C 1.68805 0.78536 2.09896 -0.2237 -0.4891 -1.3396 -0.612
H 1.26383 -1.26269 2.21190 0.6171 1.5391 2.3011 0.188
H 2.71873 -0.92317 3.07418 1.0882 0.2645 0.5681 0.207
H 1.18909 -0.32520 3.89460 0.5667 -0.5155 -0.4557 0.204
H 0.62089 0.98914 1.91261 0.3514 0.2789 0.3187 0.203
H 2.19415 1.68673 2.45052 0.0667 -0.1873 -0.1768 0.204
H 2.02240 0.40978 1.10341 0.3031 1.0793 0.4566 0.201
```
Positions in Å, forces in eV/Å.

## Properties
Kohn-Sham gap   12.29 eV
Multiplicity   1
DFT total energy   -5410.4031 eV
Energy relative to the best compared isomer or geometry (same formula, charge and spin)   158.9 kJ/mol
SMILES string   CCC.CC


Question: What is the formula in the second record?
Answer: C50H52I2IrO3P2SSi


Question: Among the records above, which one has the highest multiplicity?
Answer: C50H52I2IrO3P2SSi


Question: The lowest DFT total energy belongs to which entry?
Answer: C50H52I2IrO3P2SSi